Below is a cluster of 3 separate species, C16H40BrN2O2 in total at a distorted geometry, with properties calculated with ωB97M-V/def2-TZVPD.

Each atom is followed by the atoms it is bonded to, with distances in Å.
Geometry (Å):
1 C 9.715 11.981 10.185  C2 1.539, H11 1.096, H12 1.096, H13 1.102
2 C 8.937 10.677 10.434  C1 1.539, N3 1.449, H14 1.075, H15 1.085
3 N 7.489 10.743 10.476  C2 1.449, C4 1.510, C5 1.530, C7 1.488
4 C 6.921 9.411 10.902  N3 1.510, H16 1.085, H17 1.076, H18 1.075
5 C 7.029 11.784 11.499  N3 1.530, C6 1.491, H19 1.094, H20 1.096
6 C 7.385 11.548 12.928  C5 1.491, H21 1.083, H22 1.084, H23 1.090
7 C 6.972 11.159 9.144  N3 1.488, C8 1.516, H24 1.082, H25 1.091
8 C 7.688 10.491 7.987  C7 1.516, O9 1.447, H26 1.082, H27 1.094
9 O 7.601 9.052 7.865  C8 1.447, C10 1.435
10 C 6.302 8.636 7.419  O9 1.435, H28 1.107, H29 1.086, H30 1.096
11 H 10.720 11.671 9.875  C1 1.096
12 H 9.965 12.549 11.088  C1 1.096
13 H 9.259 12.583 9.382  C1 1.102
14 H 9.203 10.218 11.368  C2 1.075
15 H 9.134 9.902 9.701  C2 1.085
16 H 5.900 9.692 11.140  C4 1.085
17 H 7.502 9.153 11.771  C4 1.076
18 H 6.977 8.707 10.093  C4 1.075
19 H 5.945 11.772 11.361  C5 1.094
20 H 7.381 12.754 11.130  C5 1.096
21 H 7.151 10.577 13.345  C6 1.083
22 H 6.856 12.358 13.416  C6 1.084
23 H 8.434 11.727 13.161  C6 1.090
24 H 6.941 12.236 9.045  C7 1.082
25 H 5.920 10.872 9.166  C7 1.091
26 H 8.739 10.739 8.067  C8 1.082
27 H 7.186 10.912 7.111  C8 1.094
28 H 5.558 8.660 8.237  C10 1.107
29 H 6.342 7.585 7.148  C10 1.086
30 H 5.964 9.171 6.524  C10 1.096
31 C 14.306 7.559 13.931  C32 1.499, H41 1.086, H42 1.091, H43 1.098
32 C 13.259 7.251 14.959  C31 1.499, N33 1.521, H44 1.081, H45 1.104
33 N 13.678 6.338 16.101  C32 1.521, C34 1.487, C35 1.500, C37 1.499
34 C 14.055 5.045 15.472  N33 1.487, H46 1.067, H47 1.087, H48 1.074
35 C 14.921 6.797 16.803  N33 1.500, C36 1.501, H49 1.093, H50 1.079
36 C 15.461 5.998 17.953  C35 1.501, H51 1.079, H52 1.097, H53 1.073
37 C 12.627 6.255 17.167  N33 1.499, C38 1.540, H54 1.102, H55 1.082
38 C 11.163 6.225 16.692  C37 1.540, O39 1.423, H56 1.099, H57 1.104
39 O 11.106 5.216 15.690  C38 1.423, C40 1.436
40 C 9.853 5.237 14.989  O39 1.436, H58 1.091, H59 1.074, H60 1.102
41 H 14.535 6.698 13.310  C31 1.086
42 H 15.125 8.151 14.343  C31 1.091
43 H 13.838 8.311 13.283  C31 1.098
44 H 12.414 6.738 14.522  C32 1.081
45 H 12.837 8.190 15.359  C32 1.104
46 H 14.989 5.115 14.960  C34 1.067
47 H 13.207 4.779 14.847  C34 1.087
48 H 14.109 4.328 16.271  C34 1.074
49 H 14.652 7.803 17.136  C35 1.093
50 H 15.591 6.878 15.961  C35 1.079
51 H 14.790 5.868 18.788  C36 1.079
52 H 16.436 6.443 18.186  C36 1.097
53 H 15.665 4.973 17.714  C36 1.073
54 H 12.911 7.031 17.897  C37 1.102
55 H 12.796 5.296 17.638  C37 1.082
56 H 10.907 7.244 16.367  C38 1.099
57 H 10.456 5.959 17.497  C38 1.104
58 H 9.009 5.249 15.680  C40 1.091
59 H 9.803 4.309 14.449  C40 1.074
60 H 9.773 6.124 14.340  C40 1.102
61 Br 10.139 9.058 13.820  no bonds

Properties
calculated total energy	-94350.7609	eV
charge	+1
energy above the lowest of the compared OMol25 structures with the same formula, charge and spin	42.3	kJ/mol
HOMO energy	-9.7	eV
LUMO energy	-1.53	eV